(1)
Computed, not measured: a molecular structure, C22H36F6N2PSSi2W, with ωB97M-V/def2-TZVPD.

Positions of all 71 atoms, in Å:
1 W 0.25428 0.38218 0.07418
2 S -0.18452 -1.28043 -1.67580
3 P -4.40345 -1.16392 -1.15354
4 Si -0.13318 -0.00409 3.42630
5 Si 3.11971 0.28763 -1.76814
6 F -5.36283 -2.09876 -0.25059
7 F -3.47804 -0.84203 0.15674
8 F -3.40857 -0.21610 -2.03051
9 F -3.46219 -2.44499 -1.46874
10 F -5.28293 -1.46855 -2.46590
11 F -5.32057 0.11983 -0.80961
12 N 2.28843 0.29013 -0.22501
13 N 0.90798 0.15979 2.02733
14 C 0.38747 2.83648 0.11795
15 C -0.43837 -1.47695 -0.01929
16 C -0.96043 -2.68693 0.65686
17 C 4.19617 -1.24690 -1.93717
18 C -1.15556 1.81327 -1.23154
19 C -1.94149 -0.01743 2.95296
20 C 2.29874 0.20801 2.16314
21 C 5.10341 0.28225 2.24744
22 C 0.12799 2.43057 -1.20482
23 C 2.99060 0.18731 3.37740
24 C 4.37795 0.22264 3.42452
25 C -0.73274 -4.01134 -0.07160
26 C -1.67357 1.80973 0.08409
27 C 2.03666 0.25719 -3.30611
28 C 0.06144 1.45593 4.61463
29 C -0.71075 2.43494 0.91044
30 C 3.04110 0.28015 0.95887
31 C 4.13700 1.86813 -1.96550
32 C 4.43616 0.31040 1.02888
33 C -1.56254 -5.11096 0.58052
34 C 0.74941 -4.37229 -0.09064
35 C 0.19728 -1.58920 4.39061
36 H 4.88069 0.19956 4.38382
37 H -0.51959 1.26138 5.52162
38 H 1.11536 -4.53172 0.92913
39 H 4.80291 2.09384 -1.13312
40 H -0.33812 2.37102 4.16926
41 H -2.50668 -0.39294 3.81235
42 H 0.92352 -5.29013 -0.65776
43 H -2.19209 -0.64387 2.09742
44 H 4.73368 -1.22797 -2.89041
45 H 1.23719 -1.70786 4.69573
46 H 4.73569 1.80593 -2.87963
47 H -1.40389 -6.07020 0.08164
48 H 3.45903 2.72017 -2.08012
49 H 1.29770 3.28932 0.47651
50 H -1.28439 -5.23264 1.63276
51 H 1.34769 -3.57662 -0.54004
52 H -1.08453 -3.87807 -1.09834
53 H 0.77749 2.58680 -2.04916
54 H 3.54510 -2.12532 -1.94056
55 H 6.18610 0.30710 2.26476
56 H 2.61917 0.71060 -4.11548
57 H -0.52966 -2.73190 1.66454
58 H 1.80386 -0.76869 -3.59468
59 H -2.31317 0.98823 2.74206
60 H 5.02431 0.35572 0.12367
61 H 1.09312 0.79203 -3.23176
62 H -0.42433 -1.59572 5.29155
63 H -2.61483 1.37552 0.38054
64 H 4.92187 -1.37754 -1.13479
65 H -2.62670 -4.87283 0.53378
66 H -2.03667 -2.52031 0.77636
67 H -0.07407 -2.46783 3.79939
68 H -1.65648 1.38069 -2.08187
69 H 1.09131 1.66122 4.91062
70 H 2.44405 0.13590 4.30898
71 H -0.79249 2.56640 1.97575

charge = -1
electronic energy = -2954.692299 a.u.
multiplicity = 3
relative energy (zero: lowest compared OMol25 entry of this formula, charge and spin) = 0.0000 eV
⟨S²⟩ = 2.01



(2)
Computed, not measured: 4 unconnected molecules or ions with the total composition C22H36F6N5O6S2 in a non-equilibrium geometry, with ωB97M-V/def2-TZVPD.

Positions of all 77 atoms, in Å:
1 S -3.94832 4.22332 -4.17785
2 S 0.85443 0.98095 -6.91611
3 F 1.90833 -0.51161 -5.07033
4 F 1.15350 -1.68841 -6.77103
5 F 0.56307 -1.29088 -0.95259
6 F 2.90062 -0.50700 -6.92026
7 F -0.53529 -0.71715 0.80037
8 F -1.02988 -2.57024 -0.16445
9 O 1.55397 2.09592 -6.40192
10 O -1.07222 -0.90619 5.73520
11 O 0.49555 2.72394 -1.96398
12 O 0.94021 1.01669 -8.33528
13 O 1.86715 -0.98152 12.54141
14 O -1.56422 -0.61288 -1.09018
15 N -2.84343 0.57288 -5.27694
16 N -1.92003 -1.63240 -4.95877
17 N -0.82372 1.11475 -6.54395
18 N -0.92827 -0.58949 -4.80302
19 N -2.24061 2.20772 -3.45141
20 C 0.44734 4.01008 -1.33055
21 C -1.71072 -1.11284 -2.43816
22 C 0.87085 -1.05248 10.39488
23 C 1.26728 2.82010 -3.16413
24 C -1.60789 -2.60877 -5.77721
25 C -1.96972 -2.53025 -7.26275
26 C -3.12751 3.01034 -3.62133
27 C -0.85693 -1.00481 4.32388
28 C 0.60741 -0.68321 4.08355
29 C 1.71162 -0.57160 -6.37020
30 C -2.66196 0.81439 -3.80228
31 C 1.48209 4.87680 -2.02984
32 C -0.65180 -1.30840 -0.38371
33 C 0.19364 -0.82125 6.40063
34 C 1.25367 -1.17270 5.36933
35 C -1.50311 0.45782 -5.65399
36 C 1.47388 4.30005 -3.43734
37 C 0.62582 -1.25191 11.88153
38 C -1.31571 -0.01293 -3.46346
39 C -0.89457 -3.84968 -5.25645
40 C 2.33585 -1.43790 10.26497
41 C 2.91357 -0.90781 11.56769
42 H 0.64097 3.89935 -0.26357
43 H 0.34472 -2.28745 12.10161
44 H 2.46404 4.72923 -1.57382
45 H 2.22024 -0.71546 5.57902
46 H 3.21306 0.14147 11.47189
47 H -0.89716 -3.84803 -4.15910
48 H -3.14079 1.43424 -5.76001
49 H -0.56284 4.41389 -1.46108
50 H -0.14866 -0.59150 12.27370
51 H 2.38120 4.50534 -4.00364
52 H 0.62408 4.70056 -3.99797
53 H 0.73914 0.00075 10.13206
54 H -1.09472 -2.02917 4.01583
55 H 0.31573 0.20583 6.76163
56 H -3.55871 0.49048 -3.26253
57 H -1.33384 1.82076 -7.08562
58 H -1.30332 -4.77673 -5.68997
59 H 0.16433 -3.79952 -5.58797
60 H 2.43150 -2.52642 10.22796
61 H 3.77368 -1.48392 11.91189
62 H 0.74170 0.39787 3.98952
63 H -0.55456 0.62896 -2.98878
64 H -1.52792 -0.32030 3.80212
65 H 2.22139 2.30929 -2.99416
66 H -1.18260 -1.93351 -7.77575
67 H 1.39113 -2.25650 5.32729
68 H 0.20261 -1.49418 7.25898
69 H 0.74129 2.31272 -3.97673
70 H 0.20287 -1.64550 9.77058
71 H -1.12177 -2.03565 -2.54910
72 H 1.24391 5.93864 -1.98868
73 H -2.90620 -1.96264 -7.36545
74 H -2.76261 -1.42160 -2.53304
75 H -2.00463 -3.51427 -7.74905
76 H 2.82441 -1.02354 9.38291
77 H 1.00438 -1.15496 3.18505

charge = +1
electronic energy = -2980.139408 a.u.



Repeat the first record exactly.
Computed, not measured: a molecular structure, C22H36F6N2PSSi2W, with ωB97M-V/def2-TZVPD.

Positions of all 71 atoms, in Å:
1 W 0.25428 0.38218 0.07418
2 S -0.18452 -1.28043 -1.67580
3 P -4.40345 -1.16392 -1.15354
4 Si -0.13318 -0.00409 3.42630
5 Si 3.11971 0.28763 -1.76814
6 F -5.36283 -2.09876 -0.25059
7 F -3.47804 -0.84203 0.15674
8 F -3.40857 -0.21610 -2.03051
9 F -3.46219 -2.44499 -1.46874
10 F -5.28293 -1.46855 -2.46590
11 F -5.32057 0.11983 -0.80961
12 N 2.28843 0.29013 -0.22501
13 N 0.90798 0.15979 2.02733
14 C 0.38747 2.83648 0.11795
15 C -0.43837 -1.47695 -0.01929
16 C -0.96043 -2.68693 0.65686
17 C 4.19617 -1.24690 -1.93717
18 C -1.15556 1.81327 -1.23154
19 C -1.94149 -0.01743 2.95296
20 C 2.29874 0.20801 2.16314
21 C 5.10341 0.28225 2.24744
22 C 0.12799 2.43057 -1.20482
23 C 2.99060 0.18731 3.37740
24 C 4.37795 0.22264 3.42452
25 C -0.73274 -4.01134 -0.07160
26 C -1.67357 1.80973 0.08409
27 C 2.03666 0.25719 -3.30611
28 C 0.06144 1.45593 4.61463
29 C -0.71075 2.43494 0.91044
30 C 3.04110 0.28015 0.95887
31 C 4.13700 1.86813 -1.96550
32 C 4.43616 0.31040 1.02888
33 C -1.56254 -5.11096 0.58052
34 C 0.74941 -4.37229 -0.09064
35 C 0.19728 -1.58920 4.39061
36 H 4.88069 0.19956 4.38382
37 H -0.51959 1.26138 5.52162
38 H 1.11536 -4.53172 0.92913
39 H 4.80291 2.09384 -1.13312
40 H -0.33812 2.37102 4.16926
41 H -2.50668 -0.39294 3.81235
42 H 0.92352 -5.29013 -0.65776
43 H -2.19209 -0.64387 2.09742
44 H 4.73368 -1.22797 -2.89041
45 H 1.23719 -1.70786 4.69573
46 H 4.73569 1.80593 -2.87963
47 H -1.40389 -6.07020 0.08164
48 H 3.45903 2.72017 -2.08012
49 H 1.29770 3.28932 0.47651
50 H -1.28439 -5.23264 1.63276
51 H 1.34769 -3.57662 -0.54004
52 H -1.08453 -3.87807 -1.09834
53 H 0.77749 2.58680 -2.04916
54 H 3.54510 -2.12532 -1.94056
55 H 6.18610 0.30710 2.26476
56 H 2.61917 0.71060 -4.11548
57 H -0.52966 -2.73190 1.66454
58 H 1.80386 -0.76869 -3.59468
59 H -2.31317 0.98823 2.74206
60 H 5.02431 0.35572 0.12367
61 H 1.09312 0.79203 -3.23176
62 H -0.42433 -1.59572 5.29155
63 H -2.61483 1.37552 0.38054
64 H 4.92187 -1.37754 -1.13479
65 H -2.62670 -4.87283 0.53378
66 H -2.03667 -2.52031 0.77636
67 H -0.07407 -2.46783 3.79939
68 H -1.65648 1.38069 -2.08187
69 H 1.09131 1.66122 4.91062
70 H 2.44405 0.13590 4.30898
71 H -0.79249 2.56640 1.97575

charge = -1
electronic energy = -2954.692299 a.u.
multiplicity = 3
relative energy (zero: lowest compared OMol25 entry of this formula, charge and spin) = 0.0000 eV
⟨S²⟩ = 2.01



What did the first record say?
Computed, not measured: a molecular structure, C22H36F6N2PSSi2W, with ωB97M-V/def2-TZVPD.

Positions of all 71 atoms, in Å:
1 W 0.25428 0.38218 0.07418
2 S -0.18452 -1.28043 -1.67580
3 P -4.40345 -1.16392 -1.15354
4 Si -0.13318 -0.00409 3.42630
5 Si 3.11971 0.28763 -1.76814
6 F -5.36283 -2.09876 -0.25059
7 F -3.47804 -0.84203 0.15674
8 F -3.40857 -0.21610 -2.03051
9 F -3.46219 -2.44499 -1.46874
10 F -5.28293 -1.46855 -2.46590
11 F -5.32057 0.11983 -0.80961
12 N 2.28843 0.29013 -0.22501
13 N 0.90798 0.15979 2.02733
14 C 0.38747 2.83648 0.11795
15 C -0.43837 -1.47695 -0.01929
16 C -0.96043 -2.68693 0.65686
17 C 4.19617 -1.24690 -1.93717
18 C -1.15556 1.81327 -1.23154
19 C -1.94149 -0.01743 2.95296
20 C 2.29874 0.20801 2.16314
21 C 5.10341 0.28225 2.24744
22 C 0.12799 2.43057 -1.20482
23 C 2.99060 0.18731 3.37740
24 C 4.37795 0.22264 3.42452
25 C -0.73274 -4.01134 -0.07160
26 C -1.67357 1.80973 0.08409
27 C 2.03666 0.25719 -3.30611
28 C 0.06144 1.45593 4.61463
29 C -0.71075 2.43494 0.91044
30 C 3.04110 0.28015 0.95887
31 C 4.13700 1.86813 -1.96550
32 C 4.43616 0.31040 1.02888
33 C -1.56254 -5.11096 0.58052
34 C 0.74941 -4.37229 -0.09064
35 C 0.19728 -1.58920 4.39061
36 H 4.88069 0.19956 4.38382
37 H -0.51959 1.26138 5.52162
38 H 1.11536 -4.53172 0.92913
39 H 4.80291 2.09384 -1.13312
40 H -0.33812 2.37102 4.16926
41 H -2.50668 -0.39294 3.81235
42 H 0.92352 -5.29013 -0.65776
43 H -2.19209 -0.64387 2.09742
44 H 4.73368 -1.22797 -2.89041
45 H 1.23719 -1.70786 4.69573
46 H 4.73569 1.80593 -2.87963
47 H -1.40389 -6.07020 0.08164
48 H 3.45903 2.72017 -2.08012
49 H 1.29770 3.28932 0.47651
50 H -1.28439 -5.23264 1.63276
51 H 1.34769 -3.57662 -0.54004
52 H -1.08453 -3.87807 -1.09834
53 H 0.77749 2.58680 -2.04916
54 H 3.54510 -2.12532 -1.94056
55 H 6.18610 0.30710 2.26476
56 H 2.61917 0.71060 -4.11548
57 H -0.52966 -2.73190 1.66454
58 H 1.80386 -0.76869 -3.59468
59 H -2.31317 0.98823 2.74206
60 H 5.02431 0.35572 0.12367
61 H 1.09312 0.79203 -3.23176
62 H -0.42433 -1.59572 5.29155
63 H -2.61483 1.37552 0.38054
64 H 4.92187 -1.37754 -1.13479
65 H -2.62670 -4.87283 0.53378
66 H -2.03667 -2.52031 0.77636
67 H -0.07407 -2.46783 3.79939
68 H -1.65648 1.38069 -2.08187
69 H 1.09131 1.66122 4.91062
70 H 2.44405 0.13590 4.30898
71 H -0.79249 2.56640 1.97575

charge = -1
electronic energy = -2954.692299 a.u.
multiplicity = 3
relative energy (zero: lowest compared OMol25 entry of this formula, charge and spin) = 0.0000 eV
⟨S²⟩ = 2.01